# 1
# C4H5I3

A structure of composition C4H5I3 (ωB97M-V/def2-TZVPD, the OMol25 dataset).

Values from the calculation:
Spin multiplicity ... 1
Charge ... 0
LUMO level ... -0.3 eV
Kohn-Sham gap ... 8.91 eV

```
12
Properties=species:S:1:pos:R:3:lowdin_charge:R:1
C 0.91 0.54 0.48 -0.24
C 0.26 -0.76 0.77 -0.35
C 0.07 0.68 -0.84 -0.88
C -0.87 -0.58 -0.20 -1.25
I -0.60 2.56 -1.43 0.80
I -1.18 -2.26 -1.53 0.77
I -2.74 0.30 0.52 0.72
H 0.61 1.30 1.17 0.08
H 1.98 0.45 0.47 0.11
H 0.79 -1.60 0.51 0.06
H 0.02 -0.83 1.78 0.09
H 0.74 0.21 -1.69 0.09
```

---

# 2
# C4H5IN2O2

A cluster of 2 separate species, C4H5IN2O2 in total (ωB97M-V/def2-TZVPD, the OMol25 dataset).

Values from the calculation:
Spin multiplicity ... 3
Charge ... 0
LUMO level (alpha / beta) ... 0.3 / -2.8 eV
Kohn-Sham gap (alpha / beta) ... 5.92 / 7.36 eV

```
14
Properties=species:S:1:pos:R:3:lowdin_charge:R:1
C 0.12 0.61 1.29 -0.26
C 1.70 2.13 0.10 -0.37
C 0.51 -0.65 1.15 -0.61
C -1.36 -0.52 -1.14 -0.32
N 0.92 1.77 0.95 0.15
N -1.46 -1.72 -0.67 0.10
O 2.32 2.78 -0.62 0.18
O -0.18 -0.15 -1.70 -0.03
I 2.20 -1.32 0.12 0.97
H -0.80 0.86 1.79 0.11
H -0.18 -1.39 1.38 0.00
H -1.91 0.34 -0.95 0.10
H -2.27 -1.87 -0.12 0.04
H 0.37 -0.88 -1.60 -0.07
```

---

# 3
# C4H5IO

An isolated molecule of C4H5IO (ωB97M-V/def2-TZVPD, the OMol25 dataset).

Values from the calculation:
Spin multiplicity ... 1
Charge ... 0
LUMO level ... 0.2 eV
Structure (SMILES) ... C=C(I)C(C)=O
Kohn-Sham gap ... 9.65 eV

```
11
Properties=species:S:1:pos:R:3:lowdin_charge:R:1
C 0.33 1.52 0.01 -0.02
C 1.07 0.44 -0.02 -0.75
C 0.36 -0.86 -0.06 -0.53
C -1.18 -0.92 0.01 -0.02
O 0.97 -1.88 0.02 0.03
I 3.16 0.35 -0.01 0.91
H 0.79 2.56 0.10 0.10
H -0.69 1.52 0.07 0.03
H -1.58 -0.45 -0.87 0.07
H -1.68 -0.26 0.68 0.06
H -1.55 -2.02 0.07 0.12
```

---

# 4
# C4H5KMgO3

A structure of composition C4H5KMgO3 (ωB97M-V/def2-TZVPD, the OMol25 dataset).

Values from the calculation:
Spin multiplicity ... 1
Charge ... 0
LUMO level (alpha / beta) ... -1.6 / -1.6 eV
Kohn-Sham gap (alpha / beta) ... 2.03 / 2.03 eV

```
14
Properties=species:S:1:pos:R:3:lowdin_charge:R:1
K -1.53 -2.17 -0.61 0.94
O -1.55 0.06 0.78 -0.17
C -2.58 0.86 1.38 -0.02
H -2.34 1.00 2.44 0.11
H -2.64 1.83 0.87 0.11
H -3.50 0.30 1.25 0.09
C 2.35 -1.28 0.36 -0.08
C 1.68 -0.17 0.03 -0.39
O 0.29 -0.36 -0.22 -0.23
C -0.30 0.52 0.71 -0.59
O 0.06 1.58 1.17 -0.01
Mg 2.48 2.11 0.13 0.18
H 3.36 -1.16 0.76 0.02
H 1.95 -2.30 0.29 0.02
```

---

# 5
# C4H5LiO2Rb

A structure of composition C4H5LiO2Rb (ωB97M-V/def2-TZVPD, the OMol25 dataset).

Values from the calculation:
Spin multiplicity ... 2
Charge ... 0
LUMO level (alpha / beta) ... -1.0 / -1.1 eV
Kohn-Sham gap (alpha / beta) ... 3.06 / 4.19 eV

```
13
Properties=species:S:1:pos:R:3:lowdin_charge:R:1
C -1.08 -0.59 -1.26 -0.55
C -0.41 -1.28 -0.11 -0.23
C 0.66 -0.55 0.51 -0.15
C 1.05 0.78 0.38 -0.40
O 2.02 1.34 1.02 -0.37
O -2.05 0.26 -0.95 -0.49
Rb -2.89 1.41 1.26 0.94
Li 3.20 2.61 1.21 0.79
H -0.37 -0.24 -2.05 0.09
H -1.05 -1.92 -1.37 0.13
H -0.83 -2.11 0.45 0.07
H 1.20 -1.11 1.29 0.08
H 0.55 1.40 -0.39 0.10
```

---

# 6
# C4H5LiO2Zn

A structure of composition C4H5LiO2Zn (ωB97M-V/def2-TZVPD, the OMol25 dataset).

Values from the calculation:
Spin multiplicity ... 1
Charge ... 0
LUMO level (alpha / beta) ... -1.9 / -2.0 eV
Kohn-Sham gap (alpha / beta) ... 3.13 / 3.14 eV

```
13
Properties=species:S:1:pos:R:3:lowdin_charge:R:1
C -0.62 0.43 -1.36 -0.35
C 0.71 0.57 -0.71 -0.17
C 1.00 0.16 0.62 -0.14
C 0.11 -0.47 1.50 -0.37
O 0.16 -0.37 2.76 -0.48
O -0.82 -0.61 -2.11 -0.23
Li -0.54 -1.86 -3.30 0.83
Zn -1.18 -0.29 4.08 0.26
H -0.37 1.51 -0.47 0.20
H -1.26 1.27 -1.72 0.12
H 1.51 0.33 -1.41 0.12
H 1.96 0.47 1.04 0.10
H -0.65 -1.15 1.07 0.10
```

---

# 7
# C4H5LiO3Sr

A structure of composition C4H5LiO3Sr (ωB97M-V/def2-TZVPD, the OMol25 dataset).

Values from the calculation:
Spin multiplicity ... 2
Charge ... +1
LUMO level (alpha / beta) ... -4.8 / -5.0 eV
Kohn-Sham gap (alpha / beta) ... 1.86 / 5.73 eV

```
14
Properties=species:S:1:pos:R:3:lowdin_charge:R:1
Sr 0.94 2.41 0.50 1.69
O 1.12 -0.22 -0.22 -0.20
C 2.33 -1.01 -0.29 -0.02
H 2.43 -1.61 0.62 0.11
H 2.28 -1.65 -1.17 0.11
H 3.14 -0.29 -0.37 0.09
C -2.59 -0.17 -0.37 -0.04
C -1.31 0.08 -0.06 -0.51
O -0.83 1.01 0.74 -0.44
C -0.03 -0.84 -0.01 -0.58
O -0.16 -2.05 0.00 -0.09
Li -1.93 -2.44 0.69 0.79
H -2.83 -1.07 -0.94 0.03
H -3.31 0.63 -0.20 0.05
```

---

# 8
# C4H5LiOPt

A structure of composition C4H5LiOPt (ωB97M-V/def2-TZVPD, the OMol25 dataset).

Values from the calculation:
Spin multiplicity ... 4
Charge ... +1
LUMO level (alpha / beta) ... -4.9 / -6.7 eV
Kohn-Sham gap (alpha / beta) ... 5.52 / 6.47 eV

```
12
Properties=species:S:1:pos:R:3:lowdin_charge:R:1
C 1.58 0.44 -0.41 -0.19
C 2.59 0.47 -1.11 -0.01
H 3.49 0.46 -1.71 0.03
C -0.50 0.49 -0.62 -0.17
C -1.29 -0.45 0.24 -0.37
O -0.86 -0.69 1.46 -0.53
Li 1.09 -0.73 1.64 0.73
H -0.64 1.49 -0.17 0.12
H -0.25 -0.90 -0.67 0.26
H -0.96 0.57 -1.61 0.11
H -2.39 -0.33 0.14 0.13
Pt -1.85 -0.82 2.83 0.88
```

---

Across the entries above, DFT total energy takes the values -1048.434123, -712.905562, -528.299625, -1181.027616, -337.345342, -2092.461491, -419.092284, -356.790445 Ha, respectively.
Across the entries above, energy above the lowest of the compared OMol25 structures with the same formula, charge and spin takes the values 21.4, 205.6, 62.7, 136.7, 121.1, 50.6, 0.0, 352.7 kJ/mol, respectively.